{
  "formula": "C27H69FN2O24S8",
  "method": "ωB97M-V/def2-TZVPD",
  "lumo_ev": -0.0097,
  "fmax_ev_per_a": 2.8,
  "total_charge": 0,
  "homo_lumo_gap_ha": 0.350,
  "smiles": "CCN(CCNS(=O)(=O)F)C(C)=O.CCOS(C)(=O)=O.CCOS(C)(=O)=O.CCOS(C)(=O)=O.CCOS(C)(=O)=O.CCOS(C)(=O)=O.CCOS(C)(=O)=O.CCOS(C)(=O)=O",
  "multiplicity": 1,
  "symbols": ["C", "C", "N", "C", "C", "N", "S", "O", "O", "F", "C", "C", "O", "H", "H", "H", "H", "H", "H", "H", "H", "H", "H", "H", "H", "H", "C", "C", "O", "S", "C", "O", "O", "H", "H", "H", "H", "H", "H", "H", "H", "C", "C", "O", "S", "C", "O", "O", "H", "H", "H", "H", "H", "H", "H", "H", "C", "C", "O", "S", "C", "O", "O", "H", "H", "H", "H", "H", "H", "H", "H", "C", "C", "O", "S", "C", "O", "O", "H", "H", "H", "H", "H", "H", "H", "H", "C", "C", "O", "S", "C", "O", "O", "H", "H", "H", "H", "H", "H", "H", "H", "C", "C", "O", "S", "C", "O", "O", "H", "H", "H", "H", "H", "H", "H", "H", "C", "C", "O", "S", "C", "O", "O", "H", "H", "H", "H", "H", "H", "H", "H"],
  "coordinates": [[-1.43541, -1.37508, 3.60192], [-1.30908, -0.17908, 2.64903], [-1.67864, 1.13723, 3.22203], [-2.99187, 1.62525, 2.81941], [-4.19717, 0.67940, 3.00181], [-4.88047, 0.85483, 4.32316], [-6.34307, 0.09617, 4.28626], [-7.24171, 0.72428, 3.37542], [-6.17982, -1.27443, 3.97826], [-6.96066, 0.18644, 5.71612], [-1.41996, 1.26018, 4.59622], [0.06450, 1.32321, 4.97495], [-2.24230, 1.36319, 5.45191], [-1.14251, -2.26103, 3.01973], [-0.75657, -1.34131, 4.45524], [-2.46979, -1.56405, 3.90555], [-1.93495, -0.32893, 1.76278], [-0.27743, -0.10945, 2.27484], [-2.97261, 1.97707, 1.78292], [-3.19878, 2.52217, 3.42053], [-4.94284, 0.97461, 2.24403], [-4.00244, -0.37838, 2.82848], [-5.08469, 1.85195, 4.40410], [0.52500, 2.16925, 4.45276], [0.17580, 1.40717, 6.05454], [0.59010, 0.42210, 4.63159], [2.93655, -6.09087, 2.74539], [3.74194, -4.80775, 2.80864], [3.47650, -3.94454, 1.68724], [2.11797, -3.10936, 1.68623], [2.52987, -2.02021, 0.36653], [2.03483, -2.35494, 2.90340], [1.04898, -3.95991, 1.26434], [1.87221, -5.89501, 2.87402], [3.25219, -6.77655, 3.53226], [3.06221, -6.57669, 1.77751], [3.56659, -4.27507, 3.74533], [4.80450, -5.04213, 2.76518], [3.37133, -1.40377, 0.66836], [1.65909, -1.39804, 0.16764], [2.77531, -2.60964, -0.51348], [7.53235, 2.80874, -1.09176], [7.40525, 1.34279, -0.72978], [6.86066, 1.15579, 0.59513], [5.29081, 1.35637, 0.80372], [5.18672, 0.64223, 2.41109], [4.58776, 0.51041, -0.12192], [5.00901, 2.75329, 0.90436], [6.55401, 3.27620, -1.19617], [8.06103, 2.92270, -2.03727], [8.07059, 3.35081, -0.31222], [6.80556, 0.80356, -1.46525], [8.39312, 0.88410, -0.71896], [5.44454, -0.41212, 2.34687], [4.16195, 0.75897, 2.76004], [5.86811, 1.16825, 3.07372], [-7.56112, -1.73698, 0.95926], [-8.79364, -1.24812, 0.22844], [-8.50220, -0.83636, -1.12449], [-8.28354, -1.96431, -2.22453], [-8.37342, -0.91015, -3.63463], [-9.41652, -2.84439, -2.22195], [-6.95331, -2.47556, -2.11571], [-7.19083, -2.66838, 0.52936], [-7.78590, -1.91550, 2.00916], [-6.75626, -1.00501, 0.88907], [-9.58137, -2.00387, 0.23086], [-9.18947, -0.36842, 0.73351], [-9.37274, -0.48678, -3.69408], [-8.16731, -1.51720, -4.51371], [-7.62326, -0.13000, -3.53509], [2.30265, 2.18286, -1.28809], [1.58807, 1.38040, -2.35634], [0.41971, 2.05718, -2.85523], [0.62094, 3.25346, -3.89046], [-1.06271, 3.38498, -4.39271], [1.39983, 2.78466, -4.99997], [0.98358, 4.43491, -3.17209], [2.74065, 3.09018, -1.70072], [3.10700, 1.59217, -0.84232], [1.60495, 2.48934, -0.50658], [2.25612, 1.12756, -3.18225], [1.23654, 0.44205, -1.92865], [-1.35057, 2.46729, -4.89859], [-1.13628, 4.23166, -5.07210], [-1.67789, 3.55616, -3.51296], [-13.24898, -6.90604, -6.46434], [-13.24244, -5.92433, -5.30819], [-11.91547, -5.67069, -4.82001], [-10.97419, -4.69836, -5.67092], [-9.73135, -4.46813, -4.44642], [-11.66444, -3.46075, -5.88512], [-10.42481, -5.43461, -6.76913], [-12.77473, -6.47787, -7.34706], [-14.27225, -7.17722, -6.72724], [-12.69611, -7.80932, -6.20506], [-13.73026, -4.98659, -5.58180], [-13.79816, -6.34468, -4.47092], [-10.16370, -3.95220, -3.59452], [-8.93962, -3.86789, -4.88948], [-9.34184, -5.44095, -4.15570], [7.01208, 6.46247, -6.16997], [6.56187, 6.24087, -4.73870], [5.40312, 5.39550, -4.65974], [5.60387, 3.82238, -4.85571], [4.01522, 3.32436, -4.28379], [6.60956, 3.36952, -3.93703], [5.70594, 3.54203, -6.25412], [7.38979, 5.54044, -6.61125], [7.80827, 7.20705, -6.20729], [6.17907, 6.79989, -6.78711], [7.36993, 5.83297, -4.12774], [6.27260, 7.19342, -4.29664], [3.92937, 3.58409, -3.23249], [3.93944, 2.24789, -4.41530], [3.25849, 3.82293, -4.87094], [9.61192, 0.88133, 8.07522], [8.39618, 1.35174, 7.30075], [8.73242, 1.77256, 5.96606], [9.01310, 0.64628, 4.87093], [8.96707, 1.69901, 3.45789], [7.89347, -0.24717, 4.82625], [10.34732, 0.16321, 5.03499], [10.01399, -0.04055, 7.65561], [9.34941, 0.69316, 9.11671], [10.40520, 1.62822, 8.03679], [7.62286, 0.58167, 7.27064], [7.96532, 2.22238, 7.79306], [7.96636, 2.10914, 3.35406], [9.21882, 1.09740, 2.58703], [9.70032, 2.49116, 3.58744]]
}